DFT (ωB97M-V/def2-TZVPD) results for a structure of composition C5H10F3NO3S2 in a non-equilibrium geometry.

Last column: Löwdin charge in e.
Atoms and positions in Å:
C: -3.2054 1.2915 0.0622  0.070
C: -3.6474 -1.1888 0.0851  -0.055
C: 4.3089 0.7325 -0.3582  -0.011
C: -2.8383 0.0181 -0.1715  -0.406
C: 4.2027 0.2821 1.1047  -0.646
N: 1.6548 -0.4807 0.7984  -0.337
O: 3.6464 -1.7418 -0.1794  -0.288
O: 0.1988 -1.6657 2.6609  -0.451
O: 1.7226 -2.8198 1.1946  -0.616
F: -1.5088 -0.2794 -0.2114  -0.027
F: 3.8513 1.0982 2.1478  0.055
F: 5.4207 -0.1723 1.4733  0.056
S: 3.0809 -1.2193 1.2364  1.082
S: 0.4975 -1.8489 1.2579  0.780
H: -4.2750 1.6630 0.1204  0.093
H: -2.5254 2.0486 0.1395  0.020
H: 3.0886 -2.5241 -0.4257  0.102
H: -4.6773 -1.0897 -0.4718  0.119
H: -3.9563 -1.3307 1.1111  0.075
H: -3.1228 -2.1075 -0.2896  0.092
H: 3.2851 1.0436 -0.8092  0.124
H: 4.8501 1.6710 -0.5537  0.100
H: 4.6664 -0.0572 -0.8848  0.032
H: 1.6310 0.4637 1.0314  0.036

The calculation puts the energy above the lowest of the compared OMol25 structures with the same formula, charge and spin at 1.609 eV. As for the HOMO-LUMO gap: 10.057 eV.

DFT (ωB97M-V/def2-TZVPD) results for a structure of composition C3H3NdO3 in a non-equilibrium geometry.

Last column: Löwdin spin population.
Atoms and positions in Å:
O: 0.5138 0.1123 1.7756  -0.021
O: -1.5314 -1.2574 0.1318  -0.058
C: -1.0212 -0.4762 -0.7431  0.003
O: -0.7498 -0.8661 -1.8892  -0.083
C: 0.4962 0.1988 -0.6705  -0.028
H: 0.4825 1.1589 -1.2183  0.000
C: 0.9203 0.5600 0.7126  -0.011
H: 1.5316 1.4811 0.7596  -0.006
H: 1.3448 -0.3418 -1.1173  0.000
Nd: -1.9868 -0.5696 2.2588  3.204

As for the total charge: +2. As for the HOMO-LUMO gap (alpha / beta): 4.405 / 6.409 eV. The multiplicity is 4. As for the expectation value of S²: 3.880.

DFT (ωB97M-V/def2-TZVPD) results for a cluster of 2 separate species, C4H14N2OS in total in a non-equilibrium geometry.

Last column: Löwdin charge in e.
Atoms and positions in Å:
N: -1.1030 1.6727 0.4752  -0.040
C: -0.4350 0.4186 0.0669  -0.377
C: -1.5361 -0.1401 -1.0111  -0.526
S: -2.1509 -1.6692 -0.3597  0.727
C: 0.9023 0.9337 -0.5970  -0.227
N: 2.0109 0.0012 -0.4578  -0.071
C: 3.1730 0.7941 -0.7274  -0.143
H: -1.9702 1.5939 1.0043  0.079
H: -1.1932 2.3775 -0.2661  0.084
H: -0.4249 -0.1855 0.9997  0.087
H: -2.3535 0.5846 -0.9340  0.054
H: -1.4246 -0.2527 -2.0427  0.041
H: -1.3439 -2.4398 -1.0035  -0.174
H: 0.9672 1.9418 -0.1326  0.095
H: 0.7849 1.2872 -1.6773  0.142
H: 2.0634 -0.4645 0.3259  0.015
H: 3.8689 0.4752 -1.6303  0.117
H: 3.9543 0.6727 -0.0621  0.040
H: 2.8354 1.8235 -0.6582  0.068
H: 0.9390 0.2190 1.9706  -0.025
H: 1.0066 -0.3598 3.4312  0.058
O: 0.9655 -0.5401 2.4901  -0.022

The calculation puts the energy above the lowest of the compared OMol25 structures with the same formula, charge and spin at 3.015 eV. As for the HOMO-LUMO gap: 9.304 eV.

DFT (ωB97M-V/def2-TZVPD) results for a cluster of 2 separate species, C3H6O in total in a non-equilibrium geometry.

Last column: Löwdin spin population.
Atoms and positions in Å:
O: -1.0796 0.4157 1.5387  0.062
C: -0.0935 0.8770 0.8504  0.121
C: 0.3960 0.4533 -0.3724  0.136
C: -0.2202 -0.7705 -0.9797  0.020
H: 0.8684 -0.5588 1.7755  0.645
H: 1.1412 1.1272 -0.7892  0.003
H: 0.2704 1.8493 1.2314  0.002
H: 0.4059 -1.6706 -0.8688  0.008
H: -0.5801 -0.7883 -2.0230  0.001
H: -1.1084 -0.9343 -0.3631  0.002

The calculation puts the energy above the lowest of the compared OMol25 structures with the same formula, charge and spin at 1.738 eV. As for the total charge: -1. As for the HOMO-LUMO gap (alpha / beta): 7.018 / 6.513 eV. The multiplicity is 2. As for the expectation value of S²: 0.755.